Entry w
Formula: CH3N3S
Source: the Open Molecules 2025 dataset
Level of theory: the ωB97M-V functional and the def2-TZVPD basis

Bonds (Å) are listed after each position.
Atoms and positions in Å:
1 C 0.3223 2.1175 1.4006  N2 1.147, S5 1.616
2 N -0.7615 2.1631 1.0282  C1 1.147
3 N -0.2289 -0.2670 -0.0026  N4 1.307, H6 1.065, H7 0.994
4 N 0.9028 -0.6852 0.4994  N3 1.307, H8 1.006
5 S 1.7702 1.5400 1.8281  C1 1.616
6 H -0.1042 0.2701 -0.9137  N3 1.065
7 H -1.0818 -0.0961 0.4779  N3 0.994
8 H 1.5811 -0.7318 -0.2426  N4 1.006

LUMO level (alpha / beta) ... -1.72 / -1.54 eV
Molecular weight ... 89.12 u
HOMO energy (alpha / beta) ... -0.3190 / -0.3204 Ha

---

Entry x
Formula: CH3N3S
Source: the Open Molecules 2025 dataset
Level of theory: the ωB97M-V functional and the def2-TZVPD basis

Bonds (Å) are listed after each position.
Atoms and positions in Å:
1 C 0.1799 -0.1294 0.8332  N4 1.359, S5 2.216, H6 1.008, H7 1.006
2 N 0.5510 0.6805 -1.2987  N4 1.279
3 N -0.6232 -0.9922 -1.7443  S5 1.445
4 N 0.2198 0.8766 -0.0793  C1 1.359, N2 1.279, H8 1.033
5 S -0.7910 -1.6408 -0.4643  C1 2.216, N3 1.445
6 H 0.9338 -0.7495 1.0858  C1 1.008
7 H -0.2449 0.1469 1.7024  C1 1.006
8 H -0.2253 1.8078 -0.0348  N4 1.033

LUMO level (alpha / beta) ... -0.92 / -0.92 eV
Molecular weight ... 89.12 u
HOMO energy (alpha / beta) ... -0.2784 / -0.2786 Ha

---

Of them, the most stable is entry w and the least stable is entry x.

---

Entry w
Formula: C4H2F2O
Source: the Open Molecules 2025 dataset
Level of theory: the ωB97M-V functional and the def2-TZVPD basis

Bonds (Å) are listed after each position.
Atoms and positions in Å:
1 C -2.1045 -0.8946 0.5260  C2 1.189, H8 1.041
2 C -1.9800 -0.1116 -0.3606  C1 1.189, H9 1.134
3 C 1.7855 1.1724 0.2611  C4 1.275, O5 1.193
4 C 1.5148 -0.0025 -0.1543  C3 1.275, F6 1.332, F7 1.344
5 O 1.9963 2.3101 0.5501  C3 1.193
6 F 1.0461 -0.3086 -1.3625  C4 1.332
7 F 1.8812 -1.1044 0.5226  C4 1.344
8 H -1.8708 -1.5681 1.2841  C1 1.041
9 H -2.2684 0.5073 -1.2664  C2 1.134

SMILES ... O=C=C(F)F.C#C
LUMO level ... -0.58 eV
Molecular weight ... 104.05 u
HOMO energy ... -0.3493 Ha

---

Entry x
Formula: C4H2F2O
Source: the Open Molecules 2025 dataset
Level of theory: the ωB97M-V functional and the def2-TZVPD basis

Bonds (Å) are listed after each position.
Atoms and positions in Å:
1 C 0.7854 0.3028 -0.3273  C2 1.335, C4 1.420, F8 1.353
2 C 0.3291 -0.8190 -0.8895  C1 1.335, H5 1.153, O7 1.358
3 C -0.9371 -0.1969 0.8291  C4 1.422, O7 1.428, F9 1.297
4 C 0.0480 0.8272 0.7666  C1 1.420, C3 1.422, H6 1.124
5 H 0.6524 -1.4829 -1.7752  C2 1.153
6 H 0.1278 1.8541 1.2172  C4 1.124
7 O -0.7951 -1.1649 -0.2112  C2 1.358, C3 1.428
8 F 1.9511 0.7524 -0.8474  C1 1.353
9 F -2.1616 -0.0728 1.2377  C3 1.297

SMILES ... Fc1coc(F)c1
LUMO level ... 0.70 eV
Molecular weight ... 104.05 u
HOMO energy ... -0.3274 Ha

---

Of them, the most stable is entry x and the least stable is entry w.

---

Entry w
Formula: C4H2F2O
Source: the Open Molecules 2025 dataset
Level of theory: the ωB97M-V functional and the def2-TZVPD basis

Bonds (Å) are listed after each position.
Atoms and positions in Å:
1 C 1.6419 0.5463 -1.6785  C2 1.272
2 C 0.8144 0.2088 -0.7731  C1 1.272, C3 1.547, C4 1.511
3 C 0.4166 0.6838 0.6446  C2 1.547, C4 1.484, F6 1.289, H8 1.187
4 C -0.2558 -0.4894 0.0340  C2 1.511, C3 1.484, O5 1.357, F7 1.382
5 O -1.5382 -0.2969 -0.3651  C4 1.357, H9 0.930
6 F 1.3023 0.6842 1.5808  C3 1.289
7 F -0.0848 -1.7806 0.4950  C4 1.382
8 H -0.3942 1.5490 0.7071  C3 1.187
9 H -1.9021 -1.1052 -0.6449  O5 0.930

LUMO level ... -0.82 eV
Molecular weight ... 104.05 u
HOMO energy ... -0.3945 Ha

---

Entry x
Formula: C4H2F2O
Source: the Open Molecules 2025 dataset
Level of theory: the ωB97M-V functional and the def2-TZVPD basis

Bonds (Å) are listed after each position.
Atoms and positions in Å:
1 C -0.4156 -1.9096 -0.5881  C2 1.354, C3 1.507
2 C 0.0391 -0.6346 -0.5491  C1 1.354, C3 1.511, C4 1.338
3 C -0.8808 -1.0634 0.5696  C1 1.507, C2 1.511, F6 1.356, H8 1.023
4 C 0.6356 0.5588 -0.4459  C2 1.338, O5 1.265, F7 1.367
5 O 1.0486 1.4140 -1.2822  C4 1.265, H9 0.913
6 F -1.8156 -0.1057 0.7867  C3 1.356
7 F 0.7856 0.9738 0.8485  C4 1.367
8 H -0.6553 -1.4188 1.5025  C3 1.023
9 H 1.2584 2.1855 -0.8420  O5 0.913

LUMO level (alpha / beta) ... -0.74 / -0.74 eV
Molecular weight ... 104.05 u
HOMO energy (alpha / beta) ... -0.3121 / -0.3122 Ha

---

Of them, the most stable is entry w and the least stable is entry x.

---

Entry w
Formula: C4H2F2O
Source: the Open Molecules 2025 dataset
Level of theory: the ωB97M-V functional and the def2-TZVPD basis

Bonds (Å) are listed after each position.
Atoms and positions in Å:
1 C -0.0862 -0.1745 -0.7134  C2 1.332, C3 1.507, H8 1.137
2 C 0.8572 -0.5752 0.1377  C1 1.332, C4 1.414, H9 1.118
3 C -1.2114 0.7837 -0.4194  C1 1.507, O5 1.202, F6 1.311
4 C 1.5418 -0.1622 1.3034  C2 1.414, F7 1.303
5 O -1.7017 1.0045 0.6555  C3 1.202
6 F -1.7698 1.4733 -1.3839  C3 1.311
7 F 1.0186 -0.2834 2.4908  C4 1.303
8 H -0.1592 -0.7419 -1.6963  C1 1.137
9 H 1.5106 -1.3243 -0.3744  C2 1.118

LUMO level (alpha / beta) ... -1.26 / -1.26 eV
Molecular weight ... 104.05 u
HOMO energy (alpha / beta) ... -0.3467 / -0.3466 Ha

---

Entry x
Formula: C4H2F2O
Source: the Open Molecules 2025 dataset
Level of theory: the ωB97M-V functional and the def2-TZVPD basis

Bonds (Å) are listed after each position.
Atoms and positions in Å:
1 C -1.9460 1.3726 -1.9292  C2 1.268
2 C -1.5927 0.7993 -0.8545  C1 1.268, C4 1.367
3 C 0.5079 -0.0374 0.2957  C4 1.555, O5 1.303, H8 1.188
4 C -0.9878 -0.1718 -0.1064  C2 1.367, C3 1.555, F6 1.317
5 O 0.9340 -0.9060 1.1678  C3 1.303, H9 0.970
6 F -1.5432 -1.2574 0.3912  C4 1.317
7 F 2.0086 -0.0532 -0.8720  no bonds
8 H 0.7293 1.0917 0.5914  C3 1.188
9 H 1.8900 -0.8378 1.3160  O5 0.970

LUMO level (alpha / beta) ... -2.87 / -2.87 eV
Molecular weight ... 104.05 u
HOMO energy (alpha / beta) ... -0.4181 / -0.4182 Ha

---

Of them, the most stable is entry w and the least stable is entry x.

---

Entry w
Formula: C4H6
Source: the Open Molecules 2025 dataset
Level of theory: the ωB97M-V functional and the def2-TZVPD basis

Bonds (Å) are listed after each position.
Atoms and positions in Å:
1 C 1.5701 0.1994 0.6154  C2 1.494, H5 1.088, H6 1.087, H7 1.103
2 C 0.7986 -0.9425 0.0387  C1 1.494, C3 1.209
3 C -0.3457 -0.8177 -0.3313  C2 1.209, C4 1.450
4 C -1.5859 -0.1147 -0.5948  C3 1.450, H8 1.098, H9 1.084, H10 1.098
5 H 2.4226 0.4601 -0.0087  C1 1.088
6 H 1.8724 0.0006 1.6406  C1 1.087
7 H 0.8853 1.0642 0.6264  C1 1.103
8 H -1.9699 0.2750 0.3568  C4 1.098
9 H -2.3393 -0.7330 -1.0697  C4 1.084
10 H -1.3554 0.7454 -1.2379  C4 1.098

SMILES ... CC#CC
LUMO level ... 1.02 eV
Molecular weight ... 54.09 u
HOMO energy ... -0.3420 Ha

---

Entry x
Formula: C4H6
Source: the Open Molecules 2025 dataset
Level of theory: the ωB97M-V functional and the def2-TZVPD basis

Bonds (Å) are listed after each position.
Atoms and positions in Å:
1 C 0.0907 1.1933 1.6759  C2 1.465, H5 1.094, H6 1.093, H7 1.094
2 C 0.0800 0.4718 0.4010  C1 1.465, C3 1.206
3 C 0.0254 -0.2264 -0.5809  C2 1.206, C4 1.466
4 C -0.0881 -1.1862 -1.6829  C3 1.466, H8 1.096, H9 1.095, H10 1.094
5 H -0.7198 1.9249 1.7481  C1 1.094
6 H 1.0350 1.7145 1.8506  C1 1.093
7 H -0.0430 0.4793 2.4939  C1 1.094
8 H 0.4445 -2.1105 -1.4328  C4 1.096
9 H 0.3149 -0.8177 -2.6320  C4 1.095
10 H -1.1397 -1.4430 -1.8409  C4 1.094

SMILES ... CC#CC
LUMO level ... 1.09 eV
Molecular weight ... 54.09 u
HOMO energy ... -0.3451 Ha

---

Entry y
Formula: C4H6
Source: the Open Molecules 2025 dataset
Level of theory: the ωB97M-V functional and the def2-TZVPD basis

Bonds (Å) are listed after each position.
Atoms and positions in Å:
1 C 1.3370 -0.4358 -0.0282  C2 1.590, H5 1.149, H6 1.049, H7 1.077
2 C 0.1439 0.6155 -0.0008  C1 1.590, C3 1.460, H8 1.132, H9 1.098
3 C -1.2275 0.1259 -0.1117  C2 1.460, C4 1.219
4 C -2.3566 -0.3217 -0.0085  C3 1.219, H10 1.143
5 H 1.6231 -1.0926 0.8700  C1 1.149
6 H 1.1353 -1.0472 -0.8570  C1 1.049
7 H 2.3087 0.0204 -0.1094  C1 1.077
8 H 0.1221 1.2722 0.9216  C2 1.132
9 H 0.3974 1.3242 -0.8009  C2 1.098
10 H -3.4834 -0.4608 0.1248  C4 1.143

SMILES ... C#CCC
LUMO level ... 1.09 eV
Molecular weight ... 54.09 u
HOMO energy ... -0.3615 Ha

---

Of them, the most stable is entry x and the least stable is entry w.

---

Entry w
Formula: C4H12N2O3
Source: the Open Molecules 2025 dataset
Level of theory: the ωB97M-V functional and the def2-TZVPD basis

Bonds (Å) are listed after each position.
Atoms and positions in Å:
1 C -0.1838 0.2471 0.8749  C2 1.524, N5 1.452, H9 1.087, H10 1.086
2 C 1.2096 0.5079 0.3147  C1 1.524, C3 1.584, H11 1.086, H12 1.093
3 C 1.3316 -0.0900 -1.1476  C2 1.584, N4 1.480, H13 1.066, H14 1.092
4 N 1.3025 0.9542 -2.1959  C3 1.480, H15 1.011, H16 1.015
5 N -0.3498 -1.1814 1.0720  C1 1.452, C6 1.355, H17 1.003
6 C -1.0325 -1.7206 2.1105  N5 1.355, O7 1.382, O8 1.209
7 O -1.8569 -0.8484 2.7953  C6 1.382, H18 0.963
8 O -0.8328 -2.8406 2.5199  C6 1.209
9 H -0.8462 0.6412 0.1087  C1 1.087
10 H -0.1995 0.8072 1.8049  C1 1.086
11 H 1.9725 0.0570 0.9429  C2 1.086
12 H 1.4287 1.5662 0.1538  C2 1.093
13 H 2.2091 -0.6879 -1.2418  C3 1.066
14 H 0.3224 -0.5030 -1.1987  C3 1.092
15 H 1.9964 0.7559 -2.9038  N4 1.011
16 H 1.5275 1.8632 -1.8054  N4 1.015
17 H 0.2029 -1.8450 0.5625  N5 1.003
18 H -2.7400 -0.9818 2.4365  O7 0.963
19 H -2.6029 1.3515 -1.5608  O21 0.935
20 H -1.0600 1.0714 -2.1103  O21 0.958
21 O -1.7987 0.8763 -1.5323  H19 0.935, H20 0.958

SMILES ... NCCCNC(=O)O.O
LUMO level ... 0.66 eV
Molecular weight ... 136.15 u
HOMO energy ... -0.3445 Ha

---

Entry x
Formula: C4H12N2O3
Source: the Open Molecules 2025 dataset
Level of theory: the ωB97M-V functional and the def2-TZVPD basis

Bonds (Å) are listed after each position.
Atoms and positions in Å:
1 O 2.4195 0.3804 0.3942  C2 1.209
2 C 1.6396 0.9607 -0.3250  O1 1.209, N3 1.446, C4 1.622
3 N 2.0356 2.0866 -1.1415  C2 1.446, H9 1.016, H10 0.998
4 C 0.0378 0.7452 -0.4624  C2 1.622, C5 1.533, N6 1.409, H11 1.177
5 C -0.0014 -0.2377 -1.6383  C4 1.533, H12 1.155, H13 1.056, H14 1.122
6 N -0.4602 0.1797 0.7282  C4 1.409, C7 1.420, H15 1.000
7 C -1.8235 -0.1509 0.5100  N6 1.420, O8 1.377, H16 1.156, H17 1.061
8 O -1.8815 -1.4555 0.0747  C7 1.377, H18 1.028
9 H 1.3754 2.6939 -1.6178  N3 1.016
10 H 3.0336 2.0821 -1.1486  N3 0.998
11 H -0.5063 1.7394 -0.7801  C4 1.177
12 H -0.0434 -1.3835 -1.4965  C5 1.155
13 H -0.7656 0.0770 -2.2949  C5 1.056
14 H 0.9691 -0.1734 -2.1984  C5 1.122
15 H -0.3818 0.8904 1.4267  N6 1.000
16 H -2.5505 -0.1437 1.4088  C7 1.156
17 H -2.3908 0.4328 -0.1713  C7 1.061
18 H -1.4776 -2.1751 0.6875  O8 1.028
19 H -0.0859 -1.5361 2.8435  O21 0.963
20 H 0.8724 -2.5264 2.4998  O21 0.911
21 O -0.0147 -2.4860 2.7013  H19 0.963, H20 0.911

SMILES ... C[C@@H](NCO)C(N)=O.O
LUMO level ... 0.66 eV
Molecular weight ... 136.15 u
HOMO energy ... -0.3557 Ha

---

Of them, the most stable is entry w and the least stable is entry x.